Entry 1:
DFT (ωB97M-V/def2-TZVPD) results for the molecule C5H10N2O at a distorted geometry.

Structure (XYZ):
```
18
Properties=species:S:1:pos:R:3:forces:R:3
C 0.9382 0.9503 0.5090 -0.602 -2.395 -1.374
C -0.8100 0.4294 -2.0478 -0.942 -0.036 0.774
N 1.2750 -0.0145 -0.5260 -0.299 0.329 -4.110
C 0.0525 -0.6693 -1.4885 5.252 1.236 -0.342
C 0.1602 -0.0801 1.2496 -3.994 0.677 3.733
N -0.6125 -1.1275 0.5464 1.217 1.339 0.039
C -0.1943 0.1208 2.5444 0.451 -0.677 -0.715
O 0.3748 -1.6352 -2.1516 -0.920 0.411 1.479
H 2.1274 -0.5396 -0.3711 -0.426 -0.251 -0.346
H -0.1289 -1.9923 0.3193 -0.761 0.182 0.236
H -1.6218 -1.0438 0.6426 0.652 -0.734 0.413
H 0.3584 1.7953 0.1288 0.077 0.002 -0.007
H 1.8280 1.2947 1.0396 -0.248 -0.109 -0.010
H -0.1873 1.1921 -2.5155 0.159 -0.177 0.140
H -1.4952 0.0256 -2.7997 0.194 -0.076 0.211
H -1.3970 0.8864 -1.2505 -0.031 0.203 -0.132
H -0.5563 -0.6903 3.1671 -0.420 0.153 -0.138
H -0.1113 1.0982 3.0040 0.641 -0.076 0.150
```
Positions in Å, forces in eV/Å.

The SMILES is C=C(N)CNC(C)=O. The calculation puts the max |F| at 5.5 eV/Å. The calculation puts the total energy at -381.1481 a.u.

=====

Entry 2:
DFT (ωB97M-V/def2-TZVPD) results for a cluster of 9 separate species, C47H108Cl2INO10P in total at a distorted geometry.

Structure (XYZ):
```
170
Properties=species:S:1:pos:R:3:forces:R:3
C -0.3132 2.9844 1.2106 -0.426 -0.221 0.546
C -0.4460 1.5621 1.7371 0.070 0.135 -0.589
C 0.8334 0.7601 1.5047 -0.497 0.348 0.222
I 2.2691 0.9666 3.0945 -0.183 -0.163 -0.014
C 0.6272 -0.6677 1.1745 0.471 -0.272 0.571
N 1.5108 -1.2754 0.4651 0.319 -0.069 0.599
C 1.1420 -2.6695 0.0880 -0.537 1.247 -2.690
C 1.6766 -2.8758 -1.3527 0.415 -0.285 0.615
C 2.0673 -4.3155 -1.6531 0.131 0.063 0.323
C 2.8236 -4.5018 -2.9657 -0.757 0.049 -0.465
C 2.3255 -3.6637 -4.1592 0.860 0.002 -0.522
C 3.5132 -3.0599 -4.9301 -0.195 0.554 0.321
C 3.1307 -1.8004 -5.7188 0.602 -0.974 -0.563
C 2.6061 -2.1871 -7.1055 -0.393 0.352 0.541
C 1.9510 -1.0214 -7.8385 -0.164 -0.201 0.219
C 0.5954 -0.6147 -7.2502 0.260 -0.253 0.090
C -0.5294 -1.5996 -7.5588 0.318 -0.080 -0.143
C -0.8565 -1.7657 -9.0445 0.053 0.718 0.290
C -1.1215 -0.4370 -9.7915 -0.599 -0.722 0.124
O -2.4324 -0.4251 -10.3498 0.317 0.326 -0.034
C -3.4440 -0.0676 -9.4282 -0.260 -0.234 -0.373
C -0.3898 -2.4179 0.0921 -0.045 0.177 0.724
P -1.5317 -3.8470 -0.2233 -0.201 -0.992 0.301
O -2.9787 -3.0994 -0.1572 0.488 0.583 0.232
Cl -1.3438 -4.1249 -2.2786 0.114 0.429 0.235
C -0.4652 -1.6601 1.4787 -0.379 -0.343 -0.422
C -1.8053 -1.2533 2.0854 0.470 -0.415 0.004
C -2.4495 -2.4793 2.7738 0.042 0.793 0.136
C -2.4835 -2.3629 4.3104 -0.283 -0.696 -0.765
Cl -1.5003 -3.6880 5.0132 0.060 0.289 0.245
H 0.0228 2.9493 0.1791 0.248 0.255 -0.109
H -1.3043 3.4296 1.2086 -0.023 0.211 -0.058
H 0.3300 3.5798 1.8505 0.279 0.155 -0.171
H -1.2137 1.1005 1.1196 -0.239 -0.187 0.041
H -0.7822 1.5413 2.7662 0.010 -0.055 0.198
H 1.3185 1.2066 0.6438 0.315 0.015 -0.123
H 2.3641 -0.7938 0.1968 0.116 -0.375 -0.094
H 1.4881 -3.4106 0.7988 0.081 0.000 0.318
H 0.9341 -2.4930 -2.0404 -0.143 -0.001 -0.150
H 2.5642 -2.2548 -1.4903 0.166 0.064 0.021
H 2.7326 -4.6288 -0.8491 0.044 -0.193 0.156
H 1.1916 -4.9553 -1.5892 -0.130 -0.096 -0.134
H 2.7535 -5.5464 -3.2502 0.127 -0.271 0.113
H 3.8782 -4.2986 -2.8194 0.207 0.130 0.175
H 1.7833 -4.2725 -4.8805 -0.372 -0.123 0.174
H 1.6838 -2.8278 -3.8934 -0.183 -0.069 0.282
H 4.3015 -2.7791 -4.2321 0.060 -0.071 0.235
H 3.9446 -3.8087 -5.5912 0.103 -0.073 -0.142
H 2.4125 -1.2213 -5.1462 -0.110 0.196 0.045
H 4.0376 -1.2142 -5.8493 0.000 0.364 -0.007
H 3.4336 -2.5953 -7.6772 0.133 -0.051 -0.153
H 1.8942 -3.0017 -6.9685 -0.118 -0.132 -0.188
H 2.6159 -0.1606 -7.7858 0.152 0.084 -0.186
H 1.8158 -1.2970 -8.8798 0.094 0.153 -0.282
H 0.6954 -0.5774 -6.1659 -0.018 0.213 0.168
H 0.3750 0.3964 -7.5814 -0.231 0.115 -0.020
H -1.4253 -1.3381 -7.0007 -0.184 0.210 0.046
H -0.2120 -2.5633 -7.1610 -0.121 -0.224 0.027
H -0.0477 -2.2927 -9.5391 0.046 -0.236 -0.091
H -1.7629 -2.3528 -9.1357 -0.065 -0.289 -0.137
H -0.4188 -0.3441 -10.6121 -0.021 0.231 -0.188
H -1.0312 0.4208 -9.1283 0.216 0.167 0.048
H -3.0587 0.1748 -8.4400 0.135 0.014 0.118
H -4.1564 -0.8877 -9.3414 -0.029 -0.130 0.161
H -3.9995 0.7870 -9.8109 0.037 0.188 -0.027
H -0.5707 -1.6251 -0.6390 -0.102 -0.243 -0.450
H -2.8926 -2.1397 -0.0340 -0.335 -0.277 -0.326
H -0.0039 -2.3752 2.1662 0.100 0.138 0.443
H -2.4588 -0.7977 1.3454 -0.106 0.136 -0.088
H -1.5994 -0.4921 2.8274 -0.147 0.184 0.131
H -3.4588 -2.6158 2.4061 -0.153 -0.086 -0.036
H -1.8852 -3.3675 2.5147 -0.086 -0.264 -0.096
H -2.1356 -1.4047 4.6697 0.223 0.051 0.196
H -3.5061 -2.5108 4.6221 -0.111 0.027 0.479
C -5.4561 5.1958 -0.0799 -0.022 -0.117 0.208
C -3.9444 5.3424 -0.0064 -0.327 0.035 -0.570
C -3.3998 6.1432 -1.1778 0.043 -0.049 0.203
O -3.3315 4.0448 0.0220 0.141 -0.134 0.233
H -5.7451 4.6664 -0.9922 0.031 0.085 -0.062
H -5.8295 4.6147 0.7647 0.007 0.046 0.022
H -5.9470 6.1690 -0.0759 -0.004 0.000 -0.027
H -3.6700 5.8304 0.9295 0.094 -0.136 0.057
H -3.6271 5.6431 -2.1250 -0.116 0.024 0.016
H -2.3207 6.2348 -1.1139 0.032 0.069 0.028
H -3.8326 7.1440 -1.2042 -0.017 -0.008 -0.039
H -3.5621 3.5962 -0.8000 -0.036 0.114 0.022
C 3.1899 -8.2568 -6.3033 0.161 0.093 -0.017
C 2.2478 -7.1189 -5.9430 -0.260 -0.476 -0.246
C 0.9803 -7.6329 -5.2762 -0.046 0.171 0.126
O 1.9125 -6.3682 -7.1100 0.088 0.240 0.129
H 2.7126 -8.9386 -7.0118 -0.067 -0.031 0.068
H 4.0899 -7.8703 -6.7818 0.006 0.022 0.039
H 3.4822 -8.8259 -5.4195 -0.016 -0.020 -0.013
H 2.7555 -6.4249 -5.2711 0.024 0.113 -0.113
H 0.4335 -8.2950 -5.9521 0.067 -0.068 0.005
H 0.3153 -6.8035 -5.0276 0.033 0.013 0.023
H 1.2074 -8.1840 -4.3619 -0.010 -0.030 -0.018
H 1.4607 -6.9598 -7.7236 0.040 0.040 0.031
C 0.7666 7.6276 -4.1694 -0.126 0.157 -0.016
C 0.5936 7.3322 -2.6892 0.260 -0.381 -0.387
C 1.7772 6.5576 -2.1292 -0.044 0.005 0.218
O -0.6145 6.5917 -2.4807 0.073 0.127 0.117
H 0.8365 6.6972 -4.7415 0.099 -0.032 0.053
H -0.0903 8.1765 -4.5577 0.015 0.017 -0.004
H 1.6672 8.2145 -4.3554 0.022 -0.034 -0.001
H 0.4778 8.2672 -2.1402 -0.151 -0.040 0.060
H 1.8789 5.5950 -2.6396 0.025 0.053 -0.099
H 1.6329 6.3503 -1.0674 0.006 0.055 0.003
H 2.7076 7.1128 -2.2518 0.009 -0.019 -0.019
H -0.5313 5.7592 -2.9611 0.010 0.086 -0.027
C -3.8710 9.0289 -7.3444 0.087 0.023 -0.152
C -2.8947 8.1912 -6.5338 -0.384 0.274 0.286
C -3.5817 7.5251 -5.3499 0.120 -0.171 0.037
O -1.8155 9.0039 -6.0727 0.146 -0.082 -0.080
H -4.2931 9.8276 -6.7284 -0.047 -0.064 0.057
H -3.3627 9.5016 -8.1849 0.008 -0.044 -0.014
H -4.6904 8.4209 -7.7302 -0.014 0.013 0.015
H -2.4488 7.4290 -7.1741 0.134 0.049 0.016
H -3.9942 8.2783 -4.6731 -0.061 0.030 -0.062
H -2.8670 6.9324 -4.7761 0.010 0.003 -0.023
H -4.3937 6.8739 -5.6780 -0.019 0.024 0.006
H -2.1842 9.6888 -5.5019 0.000 -0.030 -0.067
C 5.8002 2.2942 6.7860 0.073 -0.110 0.020
C 6.4836 2.5613 5.4549 -0.485 0.206 0.131
C 6.1460 3.9448 4.9220 0.125 0.014 -0.151
O 6.1048 1.5657 4.4987 0.204 -0.157 -0.116
H 4.7128 2.3327 6.6814 -0.008 0.062 0.006
H 6.0513 1.2981 7.1514 0.041 0.014 0.007
H 6.1000 3.0262 7.5371 -0.013 0.006 -0.003
H 7.5635 2.4697 5.5738 0.016 -0.119 -0.126
H 5.0686 4.0368 4.7527 -0.021 -0.005 0.111
H 6.6417 4.1190 3.9663 0.043 -0.002 0.029
H 6.4526 4.7241 5.6202 -0.031 0.007 0.005
H 5.1520 1.6279 4.3693 0.079 0.091 0.104
C 3.9133 -1.2698 8.3740 0.196 0.097 -0.019
C 3.0041 -0.1320 8.8110 -0.243 -0.471 -0.230
C 1.7034 -0.6592 9.3916 -0.077 0.165 0.119
O 2.7373 0.7316 7.6996 0.084 0.223 -0.052
H 3.4309 -1.8665 7.5935 -0.076 -0.032 0.066
H 4.8432 -0.8808 7.9567 0.007 0.012 0.039
H 4.1537 -1.9260 9.2112 -0.030 -0.020 -0.008
H 3.5149 0.4797 9.5549 0.000 0.130 -0.089
H 1.1539 -1.2387 8.6418 0.090 -0.062 -0.024
H 1.0578 0.1651 9.6971 0.039 0.017 0.024
H 1.8876 -1.2973 10.2561 -0.025 0.006 -0.027
H 2.2827 0.2082 7.0294 -0.009 -0.028 0.117
C 2.9282 -5.1229 12.3390 0.166 0.095 -0.032
C 2.0093 -3.9896 12.7679 -0.222 -0.456 -0.206
C 0.7165 -4.5212 13.3663 -0.075 0.158 0.081
O 1.7195 -3.1460 11.6500 0.105 0.140 0.075
H 2.4474 -5.7362 11.5717 -0.071 -0.032 0.066
H 3.8490 -4.7273 11.9089 0.009 0.015 0.047
H 3.1859 -5.7647 13.1822 -0.012 -0.017 -0.011
H 2.5195 -3.3614 13.4984 -0.007 0.124 -0.085
H 0.1699 -5.1165 12.6295 0.072 -0.071 -0.001
H 0.0667 -3.6984 13.6655 0.036 0.009 0.033
H 0.9113 -5.1459 14.2387 -0.007 -0.019 -0.013
H 1.2657 -3.6803 10.9872 0.018 0.009 0.068
C -7.8034 -1.4395 4.8281 0.081 -0.119 -0.130
C -6.8605 -1.7019 5.9917 -0.260 0.460 -0.028
C -7.3051 -0.9660 7.2449 0.125 -0.071 0.128
O -5.5286 -1.3070 5.6407 0.189 -0.186 -0.104
H -7.8234 -0.3736 4.5841 -0.049 0.023 0.092
H -7.4695 -1.9712 3.9360 -0.020 -0.046 0.027
H -8.8192 -1.7584 5.0624 -0.007 0.022 -0.001
H -6.8168 -2.7725 6.1924 0.156 -0.011 -0.028
H -7.3097 0.1141 7.0739 -0.079 -0.008 -0.065
H -6.6175 -1.1614 8.0680 -0.019 -0.047 -0.003
H -8.3067 -1.2714 7.5481 -0.008 0.021 -0.008
H -5.5431 -0.3595 5.4603 -0.056 -0.049 0.068
```
Positions in Å, forces in eV/Å.

The total charge is +1. The calculation puts the max |F| at 3.0 eV/Å. The calculation puts the total energy at -4221.9093 a.u.